Record 1
This record from the OMol25 dataset describes a structure of composition C14H13CaN3O3S at a distorted geometry. The level of theory is the ωB97M-V functional and the def2-TZVPD basis.

## Properties
**Strongest force on any atom**: 6.14 eV/A
**Spin multiplicity**: 1
**Orbital gap**: 4.347 eV
**Net charge**: +2
**E_tot**: -2006.37677 hartree

The geometry in XYZ format:
```
35
Properties=species:S:1:pos:R:3:forces:R:3:nbo_charge:R:1
Ca -5.607 2.271 0.825 0.358 2.683 -0.326 1.876
S -4.077 0.471 -1.102 -1.230 -0.007 1.112 0.303
O 3.537 2.516 1.255 -0.292 -0.574 -0.479 -0.526
O 6.810 -0.707 0.891 -0.448 0.012 -0.390 -0.477
O -6.147 -1.119 -0.379 -0.099 0.164 0.412 -0.363
N -5.754 0.281 1.374 0.028 -4.131 -4.546 -0.558
N 5.389 1.139 1.107 0.419 -0.678 -1.407 -0.679
N -6.795 -0.552 1.620 -2.264 -1.862 0.318 -0.235
C 3.995 1.448 0.947 0.549 -1.049 -0.391 0.690
C 0.897 1.032 0.146 -0.012 -0.048 -0.574 -0.441
C -1.310 0.331 -1.160 -0.559 0.296 -0.689 -0.407
C 2.709 -2.503 -0.603 0.689 2.332 1.062 -0.174
C 1.953 -0.100 -0.018 1.420 -1.210 0.133 -0.005
C 5.723 -0.235 0.766 -2.025 0.003 0.230 0.662
C -7.092 -1.400 0.629 2.745 3.462 1.835 0.324
C 3.330 0.168 0.370 0.181 -1.895 -0.261 -0.158
C 4.380 -0.867 0.286 -1.810 -0.244 -0.433 -0.031
C 4.093 -2.212 -0.186 -1.641 1.558 0.128 -0.195
C -2.494 0.846 -0.209 1.322 -0.269 1.153 -0.546
C -5.366 -0.123 0.052 0.006 -0.754 1.439 0.249
C -0.040 1.260 -1.104 -0.233 0.594 0.455 -0.400
C 1.674 -1.459 -0.510 1.907 0.055 0.428 -0.219
H 0.653 -1.759 -0.830 0.867 0.369 0.287 0.199
H 0.534 1.255 -2.074 -0.613 -0.363 1.007 0.257
H 0.233 0.831 1.035 0.775 0.198 -0.635 0.199
H -1.701 0.338 -2.220 0.412 -0.066 0.968 0.228
H -0.431 2.319 -1.015 0.388 -0.998 -0.181 0.203
H -1.130 -0.734 -0.879 -0.035 0.903 -0.287 0.239
H -7.912 -2.152 0.592 0.992 0.647 -0.318 0.303
H 2.434 -3.522 -0.953 0.256 0.975 0.265 0.239
H 1.446 2.001 0.315 -0.527 -1.121 0.074 0.275
H -2.417 1.944 0.003 -0.102 -0.811 -0.474 0.222
H -2.401 0.313 0.780 -0.495 0.409 -0.985 0.269
H 5.993 1.669 0.464 -0.156 0.676 1.083 0.420
H 4.891 -2.987 -0.216 -0.773 0.748 -0.012 0.258
```
Positions in Å, forces in eV/Å.

=====

Record 2
This record from the OMol25 dataset describes a structure of composition C14H13CdNS at a distorted geometry. The level of theory is the ωB97M-V functional and the def2-TZVPD basis.

## Properties
**Strongest force on any atom**: 2.84 eV/A
**Spin multiplicity**: 1
**Orbital gap (alpha / beta)**: 6.034 / 5.883 eV
**Net charge**: 0
**E_tot**: -1161.81407 hartree

The geometry in XYZ format:
```
30
Properties=species:S:1:pos:R:3:forces:R:3:nbo_charge:R:1
Cd 1.219 -0.052 -0.079 -2.057 -0.590 -1.874 1.195
S 0.307 1.410 4.260 -0.149 -0.794 -0.315 0.411
N 0.566 -0.045 2.135 0.324 1.158 0.790 -0.598
C 0.059 -0.923 3.089 0.076 0.893 0.189 0.116
C -1.013 -2.356 5.215 0.177 0.506 -0.029 -0.214
C 1.246 2.270 1.725 0.571 1.573 -0.564 -0.196
C 1.417 3.595 2.187 -0.230 -0.633 -0.162 -0.160
C -0.788 -2.987 3.979 0.119 0.254 -0.103 -0.200
C 0.751 1.205 2.589 -0.547 -2.214 -0.239 0.128
C -0.161 -0.294 4.329 0.040 -0.012 -0.187 -0.214
C 1.559 1.975 0.383 0.523 -0.505 0.540 -0.490
C -0.696 -1.001 5.395 -0.141 -0.392 0.162 -0.197
C -0.967 -0.281 -2.000 2.180 -0.293 1.665 -1.048
C -0.251 -2.278 2.906 0.048 0.192 0.131 -0.214
C 2.192 4.262 -0.008 -0.113 -0.590 -0.250 -0.177
C 2.030 2.938 -0.482 0.093 1.447 0.690 -0.252
C 1.884 4.581 1.317 -0.043 -0.056 0.057 -0.240
H -2.541 -0.356 -3.360 -2.048 -0.081 -1.802 0.025
H -3.184 -0.376 -3.922 1.788 0.059 1.571 -0.042
H -1.039 -4.042 3.861 0.079 0.334 0.023 0.224
H 1.164 3.825 3.222 0.100 0.196 -0.174 0.206
H 1.999 5.607 1.674 -0.006 -0.364 -0.121 0.218
H -0.060 -2.728 1.930 -0.142 0.022 0.322 0.229
H 2.280 2.694 -1.514 -0.057 0.095 0.219 0.213
H -0.856 -0.480 6.338 -0.068 -0.322 -0.071 0.223
H -1.505 -1.035 -1.370 0.386 0.871 -1.005 0.206
H -1.218 0.806 -1.911 0.230 -1.251 -0.146 0.207
H -0.262 -0.625 -2.801 -1.183 0.373 0.710 0.207
H -1.436 -2.925 6.044 0.119 0.184 -0.235 0.223
H 2.562 5.028 -0.689 -0.071 -0.060 0.212 0.213
```
Positions in Å, forces in eV/Å.

=====

Record 3
This record from the OMol25 dataset describes a cluster of 5 separate species, C14H13Cl12IO3 in total. The level of theory is the ωB97M-V functional and the def2-TZVPD basis.

## Properties
**Strongest force on any atom**: 0.99 eV/A
**Spin multiplicity**: 1
**Orbital gap**: 9.968 eV
**Net charge**: 0
**E_tot**: -6586.95015 hartree
**Structure (SMILES)**: O=CO[C@@H](CC(=O)I)c1ccccc1.ClC(Cl)Cl.ClC(Cl)Cl.ClC(Cl)Cl.ClC(Cl)Cl

The geometry in XYZ format:
```
43
Properties=species:S:1:pos:R:3:forces:R:3:nbo_charge:R:1
I 1.235 4.195 1.043 -0.040 -0.264 -0.233 0.013
Cl 2.827 3.410 -3.619 0.029 -0.019 -0.028 0.025
Cl 0.700 2.845 -6.786 -0.027 -0.019 0.001 0.018
Cl -6.900 -3.680 0.151 0.024 -0.004 -0.025 0.018
Cl 4.553 4.606 -1.615 0.036 -0.034 -0.009 0.024
Cl 1.050 0.437 -5.198 -0.041 -0.018 -0.022 0.022
Cl -4.281 -2.448 0.403 -0.274 -0.781 -0.542 0.024
Cl 2.451 0.728 -7.723 -0.030 -0.011 -0.014 0.020
Cl 5.975 -1.475 1.725 -0.037 -0.011 -0.006 0.013
Cl 4.769 -1.989 4.316 -0.024 0.001 -0.017 0.017
Cl 3.521 1.920 -1.232 0.157 -0.055 -0.083 0.003
Cl -4.659 -5.227 1.159 0.014 0.001 -0.033 0.014
Cl 5.896 -4.181 2.781 -0.018 0.002 -0.015 0.013
O 1.679 -2.353 1.325 0.484 -0.122 0.228 -0.540
O 1.289 1.859 2.777 0.032 -0.098 0.276 -0.504
O -0.039 -1.243 0.397 -0.290 0.048 0.326 -0.551
C -4.193 1.092 1.727 -0.508 0.499 0.077 -0.204
C -1.536 0.420 1.363 0.053 -0.356 -0.422 0.019
C 4.077 3.108 -2.414 -0.113 0.133 0.027 -0.282
C -0.095 -0.015 1.168 0.020 0.140 0.657 0.063
C -5.159 -3.945 0.054 0.039 0.052 0.000 -0.285
C -3.782 -0.213 1.971 0.462 0.788 0.219 -0.218
C 0.845 1.035 0.592 -0.296 0.177 -0.715 -0.567
C 0.512 -2.258 1.132 -0.141 0.191 -0.433 0.672
C -2.446 -0.545 1.793 -0.220 0.292 0.181 -0.216
C -3.308 2.073 1.310 0.524 -0.762 0.010 -0.199
C 1.125 2.096 1.634 0.217 0.044 0.180 0.515
C 0.976 1.102 -6.830 0.098 0.036 0.066 -0.285
C -1.975 1.711 1.121 -0.016 0.409 -0.018 -0.228
C 5.058 -2.629 2.698 -0.017 0.010 -0.007 -0.287
H -1.292 2.488 0.799 0.073 -0.102 -0.079 0.213
H -0.229 -2.969 1.520 -0.050 -0.081 -0.156 0.122
H -4.921 -4.257 -0.954 -0.007 -0.005 0.008 0.228
H -5.226 1.380 1.884 -0.035 -0.183 -0.003 0.215
H -4.499 -0.941 2.302 -0.032 0.007 0.237 0.230
H 0.475 1.483 -0.330 -0.137 0.007 0.048 0.247
H 1.774 0.535 0.315 0.139 0.058 0.301 0.276
H -3.613 3.091 1.116 -0.139 -0.003 0.051 0.221
H 4.099 -2.786 2.221 0.000 0.021 0.003 0.245
H 0.295 -0.248 2.163 0.049 0.045 0.004 0.208
H 4.945 2.703 -2.918 -0.008 -0.019 0.011 0.230
H -2.118 -1.555 2.002 0.050 -0.023 -0.051 0.210
H 0.143 0.641 -7.345 0.002 0.008 -0.002 0.228
```
Positions in Å, forces in eV/Å.

=====

Record 4
This record from the OMol25 dataset describes an isolated molecule of C14H13Cl2N3O3S. The level of theory is the ωB97M-V functional and the def2-TZVPD basis.

## Properties
**Strongest force on any atom**: 0.89 eV/A
**Spin multiplicity**: 1
**Orbital gap**: 8.863 eV
**Net charge**: 0
**E_tot**: -2249.84065 hartree
**Structure (SMILES)**: O=C(COc1ccc(Cl)cc1Cl)NNC(=S)NCc1ccco1

The geometry in XYZ format:
```
36
Properties=species:S:1:pos:R:3:forces:R:3:nbo_charge:R:1
Cl -2.229 -2.522 2.284 -0.037 -0.133 0.202 0.028
Cl -3.911 1.460 -0.919 -0.126 0.095 0.049 0.036
S 3.215 2.518 0.986 0.690 0.264 0.238 -0.248
O 1.441 -2.077 1.915 -0.434 0.095 0.171 -0.411
O -1.715 0.729 -2.576 -0.203 -0.019 0.177 -0.500
O 1.786 0.538 -2.964 0.113 -0.099 -0.155 -0.575
N 1.019 1.048 0.777 -0.140 0.115 -0.519 -0.594
N 0.506 1.970 -1.760 -0.114 0.531 0.667 -0.479
N 1.522 2.489 -0.972 -0.189 -0.170 -0.623 -0.444
C -0.880 -1.106 -1.187 -0.106 0.132 -0.256 -0.325
C 1.872 1.939 0.237 -0.483 -0.066 0.183 0.283
C 1.306 0.365 2.023 0.063 -0.245 0.117 -0.276
C -0.591 0.627 -3.420 0.281 -0.139 -0.244 -0.169
C -1.772 -0.079 -1.478 -0.149 -0.009 0.196 0.333
C -1.029 -1.867 -0.039 -0.159 -0.002 0.154 -0.203
C 0.711 1.020 -2.711 -0.154 -0.157 -0.008 0.634
C 3.560 -2.501 1.388 -0.459 -0.340 0.056 -0.307
C 2.344 -3.041 1.661 0.750 -0.328 -0.217 0.073
C -2.061 -1.595 0.842 0.088 0.153 -0.294 -0.059
C 2.086 -0.892 1.814 0.717 0.526 -0.053 0.249
C 3.394 -1.098 1.487 -0.504 0.183 0.191 -0.289
C -2.960 -0.571 0.578 0.141 -0.054 -0.081 -0.226
C -2.813 0.177 -0.575 0.211 -0.044 -0.182 -0.104
H 0.337 0.608 0.172 0.010 0.123 -0.017 0.408
H 2.003 -4.057 1.712 -0.143 -0.104 0.044 0.202
H 2.273 2.974 -1.451 -0.197 -0.127 0.093 0.415
H 1.883 1.060 2.640 -0.185 -0.153 -0.023 0.260
H -0.060 -1.329 -1.852 0.101 -0.021 -0.100 0.245
H -3.765 -0.355 1.261 -0.081 0.033 0.064 0.247
H 4.462 -3.026 1.150 0.156 -0.189 -0.040 0.230
H 0.358 0.127 2.510 0.061 0.046 0.022 0.224
H -0.480 -0.376 -3.846 0.069 0.132 0.109 0.211
H 4.138 -0.343 1.342 0.084 0.230 -0.016 0.248
H -0.410 2.394 -1.656 0.226 -0.087 -0.028 0.408
H -0.333 -2.663 0.171 0.060 -0.051 0.037 0.245
H -0.776 1.331 -4.236 0.043 -0.121 0.084 0.229
```
Positions in Å, forces in eV/Å.